No. 1
C27H30CeN4O3SSi | the ωB97M-V functional and the def2-TZVPD basis

XYZ file:
```
67
C27H30CeN4O3SSi the ωB97M-V functional and the def2-TZVPD basis
Ce 0.771 0.676 0.309
O 2.146 3.874 -2.044
C 1.490 3.163 -1.359
O 1.962 2.029 -0.755
C 0.026 3.412 -1.096
C -0.490 4.666 -1.427
C -1.815 4.899 -1.185
C -2.634 3.871 -0.675
C -4.025 4.055 -0.469
C -4.801 3.018 -0.048
C -4.221 1.743 0.168
C -2.881 1.541 -0.001
C -2.054 2.613 -0.406
N -0.700 2.422 -0.580
H 0.171 5.406 -1.854
H -2.253 5.865 -1.409
H -4.460 5.025 -0.676
H -5.865 3.155 0.092
H -4.859 0.915 0.448
H -2.456 0.551 0.117
N -0.953 0.661 2.667
N -1.455 1.950 2.899
C -0.606 2.986 2.827
N -1.058 4.179 3.192
S 1.012 2.810 2.315
H -1.695 0.059 2.326
H -0.601 0.291 3.547
H -2.338 2.040 3.382
H -1.977 4.322 3.583
H -0.428 4.964 3.162
C -0.563 -3.882 1.716
C -0.196 -3.882 0.223
C 0.913 -4.911 -0.030
C -1.433 -4.207 -0.631
Si 0.369 -2.170 -0.201
O -0.616 -0.935 0.372
C 0.773 -1.666 -1.951
C 1.571 -2.468 -2.782
C 2.009 -2.005 -4.012
C 1.686 -0.721 -4.442
C 0.893 0.090 -3.652
C 0.438 -0.389 -2.428
C 2.039 -1.738 0.683
C 3.269 -2.074 0.118
C 4.468 -1.744 0.750
C 4.468 -1.030 1.938
C 3.259 -0.670 2.527
C 2.073 -1.027 1.902
H -0.901 -4.883 1.997
H -1.376 -3.189 1.944
H 0.294 -3.643 2.353
H 0.553 -5.897 0.272
H 1.816 -4.704 0.549
H 1.185 -4.984 -1.084
H -1.810 -5.196 -0.357
H -1.200 -4.227 -1.698
H -2.246 -3.494 -0.474
H 1.843 -3.471 -2.478
H 2.608 -2.647 -4.645
H 2.039 -0.364 -5.400
H 0.612 1.078 -3.994
H -0.289 0.233 -1.901
H 3.310 -2.589 -0.833
H 5.407 -2.031 0.295
H 5.403 -0.755 2.408
H 3.244 -0.126 3.462
H 1.137 -0.843 2.434
```

strongest force on any atom: 0.0240 Eh/bohr
HOMO: -14.7 eV
DFT total energy: -72221.161 eV
net charge: +2
energy relative to the best compared isomer or geometry (same formula, charge and spin): 0.000 eV

Here are the Mulliken charges for atoms 1 to 5, given in e: number 1, Ce, carries 0.17; number 2, O, carries -0.52; number 3, C, carries 0.15; number 4, O, carries -0.47; number 5, C, carries 0.79

No. 2
C27H30FN6O3SYb | the ωB97M-V functional and the def2-TZVPD basis

XYZ file:
```
69
C27H30FN6O3SYb the ωB97M-V functional and the def2-TZVPD basis
Yb 2.549 0.568 2.402
C -0.514 3.369 -4.191
C -1.210 3.574 -2.859
N -0.757 2.611 -1.838
C 0.177 3.010 -0.952
C 0.699 2.180 -0.015
C 1.754 2.412 1.017
O 1.385 2.467 2.224
O 2.931 2.060 0.740
C 0.292 0.816 0.071
O 0.789 0.030 0.931
C -0.706 0.394 -0.884
C -1.152 -0.940 -0.882
C -2.075 -1.329 -1.799
F -2.448 -2.624 -1.873
C -2.628 -0.435 -2.744
C -2.186 0.870 -2.751
C -1.208 1.303 -1.831
N -3.571 -0.893 -3.671
C -4.706 -1.703 -3.300
C -4.713 -3.004 -4.082
N -4.674 -2.665 -5.558
C -3.500 -1.785 -5.924
C -3.534 -0.530 -5.062
H -0.877 4.100 -4.913
H -0.693 2.374 -4.596
H 0.562 3.502 -4.091
H -2.294 3.508 -2.934
H -0.998 4.564 -2.459
H 0.486 4.043 -1.037
H -0.728 -1.646 -0.182
H -2.619 1.555 -3.463
H -5.639 -1.154 -3.496
H -4.694 -1.925 -2.237
H -5.612 -3.596 -3.917
H -3.824 -3.599 -3.882
H -5.543 -2.192 -5.820
H -4.639 -3.527 -6.104
H -3.582 -1.570 -6.989
H -2.609 -2.381 -5.732
H -4.404 0.081 -5.347
H -2.645 0.060 -5.276
C 3.337 -5.684 3.551
C 2.907 -4.267 3.357
C 1.676 -3.815 3.870
C 1.365 -2.495 3.679
N 2.205 -1.678 3.019
C 3.354 -2.192 2.533
S 4.383 -1.102 1.614
N 3.728 -3.463 2.698
H 2.576 -6.367 3.174
H 3.462 -5.893 4.614
H 4.277 -5.866 3.038
H 1.013 -4.483 4.399
H 0.444 -2.058 4.046
N 3.687 0.471 4.564
C 3.404 1.823 4.965
C 4.370 2.814 4.848
C 4.010 4.132 5.084
C 2.704 4.461 5.423
C 1.744 3.466 5.526
C 2.091 2.143 5.291
H 4.676 0.277 4.440
H 3.300 -0.211 5.209
H 5.390 2.557 4.590
H 4.759 4.909 5.006
H 2.440 5.492 5.608
H 0.724 3.714 5.785
H 1.334 1.366 5.375
```

strongest force on any atom: 0.0175 Eh/bohr
HOMO (spin up / spin down): -12.4 / -12.4 eV
DFT total energy: -88642.881 eV
net charge: +2
energy relative to the best compared isomer or geometry (same formula, charge and spin): 0.000 eV
multiplicity: 2

Here are the Mulliken charges for atoms 1 to 5, given in e: number 1, Yb, carries 0.60; number 2, C, carries -0.95; number 3, C, carries -1.02; number 4, N, carries 0.12; number 5, C, carries 0.19

No. 3
C27H30N3O5PdS3 | the ωB97M-V functional and the def2-TZVPD basis

XYZ file:
```
69
C27H30N3O5PdS3 the ωB97M-V functional and the def2-TZVPD basis
Pd -0.810 -0.908 -1.011
O 1.227 -0.560 -1.062
S 2.000 0.784 -1.145
C 2.199 1.434 0.552
C 0.924 1.318 1.389
C 1.143 0.410 2.602
C 1.552 -1.009 2.210
S 0.265 -2.233 1.893
O -0.759 -1.692 0.895
C -0.602 -2.124 3.443
C -1.851 -1.531 3.506
C -2.494 -1.464 4.735
C -1.891 -1.987 5.868
C -0.644 -2.594 5.784
C 0.007 -2.673 4.564
C 3.659 0.205 -1.444
C 4.597 1.133 -1.871
C 5.905 0.714 -2.068
C 6.251 -0.612 -1.857
C 5.294 -1.531 -1.449
C 3.985 -1.127 -1.236
H 2.492 2.476 0.388
H 3.039 0.896 0.992
H 0.116 0.886 0.794
H 0.585 2.306 1.693
H 0.237 0.394 3.213
H 1.935 0.812 3.237
H 2.135 -1.502 2.992
H 2.151 -1.038 1.298
H -2.304 -1.134 2.609
H -3.469 -1.001 4.805
H -2.396 -1.928 6.823
H -0.181 -3.013 6.667
H 0.970 -3.164 4.491
H 4.320 2.162 -2.030
H 6.650 1.427 -2.393
H 7.271 -0.933 -2.019
H 5.566 -2.567 -1.301
H 3.222 -1.835 -0.943
N -6.791 -2.144 -0.252
C -5.490 -1.855 -0.415
C -4.926 -0.675 0.103
C -3.597 -0.416 -0.096
N -2.783 -1.239 -0.779
C -3.307 -2.381 -1.261
C -4.623 -2.721 -1.108
H -7.405 -1.520 0.241
H -7.187 -2.989 -0.624
H -5.528 0.032 0.657
H -3.148 0.479 0.312
H -2.627 -3.041 -1.783
H -4.983 -3.654 -1.520
N -1.195 -0.169 -2.880
C -0.819 1.250 -2.999
C -1.188 2.137 -1.998
C -0.581 3.381 -1.935
C 0.381 3.731 -2.872
C 0.606 2.909 -3.970
C 0.020 1.651 -4.027
S 1.525 5.077 -2.515
O 0.977 5.695 -1.325
O 1.567 5.877 -3.713
O 2.737 4.296 -2.265
H -0.655 -0.702 -3.558
H -2.176 -0.304 -3.110
H -1.890 1.836 -1.234
H -0.784 4.071 -1.126
H 1.311 3.227 -4.727
H 0.262 0.968 -4.834
```

strongest force on any atom: 0.0123 Eh/bohr
HOMO: -9.9 eV
DFT total energy: -79172.315 eV
net charge: +1
energy relative to the best compared isomer or geometry (same formula, charge and spin): 0.000 eV

Here are the Mulliken charges for atoms 1 to 5, given in e: number 1, Pd, carries 1.05; number 2, O, carries -0.70; number 3, S, carries 0.95; number 4, C, carries -1.16; number 5, C, carries 0.14

No. 4
C27H30N4O6 | the ωB97M-V functional and the def2-TZVPD basis

XYZ file:
```
67
C27H30N4O6 the ωB97M-V functional and the def2-TZVPD basis
C 9.635 1.376 -0.368
C 8.665 0.220 -0.522
O 7.343 0.708 -0.301
C 6.362 -0.203 -0.353
O 6.561 -1.374 -0.575
C 5.026 0.383 -0.107
C 3.918 -0.462 -0.111
C 2.652 0.033 0.115
C 2.471 1.396 0.351
N 1.227 1.961 0.595
C -0.002 1.387 0.605
O -0.233 0.211 0.352
C -1.039 2.364 0.964
N -0.692 3.675 1.158
C -1.789 4.301 1.479
N -2.844 3.464 1.513
C -2.401 2.217 1.188
C -3.410 1.131 1.164
O -4.549 1.371 1.533
N -2.963 -0.054 0.729
C -3.847 -1.173 0.509
C -4.310 -1.218 -0.966
C -4.914 0.105 -1.334
C -6.262 0.358 -1.118
C -6.792 1.608 -1.375
C -5.979 2.625 -1.845
C -4.635 2.382 -2.067
C -4.106 1.129 -1.814
C -3.072 -2.444 0.873
O -3.392 -3.197 1.754
O -2.018 -2.539 0.084
C -0.966 -3.518 0.295
C 0.018 -3.235 -0.839
C -0.316 -3.256 1.652
C -1.521 -4.937 0.202
C 3.582 2.244 0.357
C 4.846 1.745 0.131
H 9.561 1.797 0.632
H 9.407 2.155 -1.091
H 10.650 1.026 -0.531
H 8.718 -0.215 -1.526
H 8.874 -0.576 0.202
H 4.073 -1.514 -0.295
H 1.800 -0.625 0.115
H 1.205 2.956 0.801
H -1.849 5.350 1.691
H -3.813 3.645 1.732
H -1.986 -0.152 0.442
H -4.711 -1.061 1.172
H -5.036 -2.025 -1.078
H -3.441 -1.428 -1.591
H -6.897 -0.429 -0.736
H -7.842 1.794 -1.199
H -6.391 3.605 -2.037
H -3.993 3.171 -2.433
H -3.055 0.943 -1.987
H 0.280 -2.180 -0.828
H 0.916 -3.832 -0.716
H -0.435 -3.468 -1.799
H 0.014 -2.220 1.703
H 0.542 -3.909 1.784
H -1.025 -3.440 2.454
H -0.703 -5.650 0.260
H -2.216 -5.129 1.015
H -2.041 -5.075 -0.744
H 3.440 3.299 0.543
H 5.701 2.402 0.136
```

strongest force on any atom: 0.0187 Eh/bohr
HOMO: -8.8 eV
SMILES: CCOC(=O)c1ccc(NC(=O)c2nc[nH]c2C(=O)N[C@@H](Cc2ccccc2)C(=O)OC(C)(C)C)cc1
DFT total energy: -46734.799 eV
net charge: 0
energy relative to the best compared isomer or geometry (same formula, charge and spin): 1.048 eV

Here are the Mulliken charges for atoms 1 to 5, given in e: number 1, C, carries -1.23; number 2, C, carries -0.21; number 3, O, carries -0.25; number 4, C, carries 0.51; number 5, O, carries -0.63

No. 5
C27H30N7NaPSbSe5 | the ωB97M-V functional and the def2-TZVPD basis

XYZ file:
```
72
C27H30N7NaPSbSe5 the ωB97M-V functional and the def2-TZVPD basis
Na -0.237 -0.833 -0.870
C -2.250 -4.456 -0.173
C -1.643 -5.187 -1.186
C -0.268 -5.122 -1.371
C 0.506 -4.333 -0.533
C -0.101 -3.603 0.483
C -1.479 -3.661 0.660
H -3.329 -4.453 -0.066
H -2.247 -5.781 -1.858
H 0.197 -5.653 -2.190
H 1.576 -4.276 -0.687
H 0.508 -3.005 1.156
H -1.965 -3.082 1.437
N -1.352 1.784 -1.557
C -0.429 2.632 -1.040
C -0.721 3.942 -0.685
C 0.252 4.788 -0.124
C 1.539 4.375 0.088
C 1.887 3.041 -0.240
C 3.191 2.513 -0.042
C 3.463 1.216 -0.347
C 2.403 0.400 -0.807
N 1.192 0.853 -0.988
C 0.917 2.166 -0.765
H -2.262 2.136 -1.830
H -1.049 1.017 -2.179
H -1.730 4.304 -0.840
H -0.032 5.801 0.137
H 2.290 5.041 0.495
H 3.959 3.165 0.360
H 4.453 0.797 -0.226
H 2.577 -0.651 -1.029
Se -4.308 0.402 -3.140
Sb -3.519 -1.453 -1.749
Se -4.180 -0.167 0.671
Se -2.592 -3.071 -4.241
Se -5.762 -1.598 -0.312
C -1.819 1.130 4.460
N -1.128 2.039 3.549
C 0.288 2.054 3.893
N 0.919 0.732 3.898
C 0.152 -0.149 4.776
N -1.271 -0.228 4.467
C -1.515 -0.894 3.176
P -0.703 -0.048 1.726
C -1.343 1.657 2.145
C 0.970 0.189 2.530
H -2.874 1.085 4.186
H -1.725 1.533 5.472
H 0.388 2.472 4.900
H 0.818 2.695 3.185
H 0.256 0.227 5.798
H 0.578 -1.153 4.724
H -2.586 -0.902 2.965
H -1.173 -1.930 3.244
H -2.413 1.665 1.930
H -0.867 2.396 1.500
H 1.549 0.879 1.909
H 1.508 -0.763 2.548
Se -0.836 -2.235 -2.977
N -0.693 -0.455 -3.290
C 0.608 -0.267 -3.723
C 1.181 0.966 -4.004
C 2.553 1.081 -4.297
C 3.346 -0.048 -4.347
C 2.783 -1.322 -4.142
C 1.426 -1.467 -3.838
N 0.824 -2.672 -3.591
H 0.554 1.852 -3.975
H 2.983 2.062 -4.470
H 4.411 0.043 -4.537
H 3.398 -2.213 -4.204
```

strongest force on any atom: 0.0402 Eh/bohr
HOMO: -0.6 eV
DFT total energy: -385893.490 eV
net charge: -2
energy relative to the best compared isomer or geometry (same formula, charge and spin): 1.427 eV

Here are the Mulliken charges for atoms 1 to 5, given in e: number 1, Na, carries 0.52; number 2, C, carries -0.49; number 3, C, carries -0.08; number 4, C, carries -0.54; number 5, C, carries -0.28

No. 6
C27H30O15 | the ωB97M-V functional and the def2-TZVPD basis

XYZ file:
```
72
C27H30O15 the ωB97M-V functional and the def2-TZVPD basis
O 4.569 1.550 -1.521
C 4.118 0.416 -1.813
C 4.227 -0.714 -0.744
C 3.458 -1.987 -0.943
O 3.376 -2.989 0.096
C 3.022 -2.373 -2.248
O 2.457 -3.378 -2.447
C 2.960 -1.211 -3.217
C 3.528 0.077 -3.030
O 3.439 1.012 -4.010
H 4.545 -0.365 0.224
H 3.709 -2.470 0.969
H 2.401 -1.326 -4.228
H 3.718 1.860 -3.622
O -0.899 -0.722 5.313
C -1.058 0.189 4.333
C -1.847 -0.217 3.113
C -1.936 0.790 2.021
O -2.696 0.577 0.896
C -1.277 2.130 2.033
O -1.268 3.056 1.222
C -0.570 2.469 3.293
C -0.542 1.507 4.454
O 0.277 1.695 5.595
H -2.327 -1.330 3.112
H -2.902 -0.205 0.907
H -0.203 3.411 3.438
H 0.256 0.731 6.114
O 1.680 -1.216 2.655
C 1.972 -0.102 2.606
C 1.875 0.825 1.498
C 2.343 2.223 1.523
O 2.222 3.117 0.492
C 3.035 2.879 2.703
O 3.471 4.008 2.749
C 3.112 1.973 3.767
C 2.605 0.440 3.735
O 2.675 -0.419 4.836
H 1.402 0.461 0.417
H 2.190 2.878 -0.389
H 3.582 2.122 4.726
H 2.069 -1.092 4.843
C -4.883 -2.444 -2.580
C -5.898 -1.182 -2.629
C -5.225 0.157 -2.112
O -7.058 -1.055 -2.940
H -4.114 -2.323 -1.924
H -4.506 -2.540 -3.413
H -5.374 -3.441 -2.330
H -5.310 0.283 -0.911
H -5.742 0.833 -2.563
H -4.138 0.057 -2.257
C -1.926 -4.030 -0.718
C -1.765 -2.676 -0.010
C -0.424 -2.065 -0.295
O -2.703 -2.106 0.360
H -2.861 -4.439 -0.400
H -0.984 -4.622 -0.554
H -1.765 -3.792 -1.785
H -0.152 -0.947 0.082
H -0.176 -2.370 -1.351
H 0.459 -2.484 0.340
C 0.006 2.658 -4.002
C 0.295 2.103 -2.500
C -0.858 1.595 -1.614
O 1.399 2.157 -2.016
H 1.024 3.105 -4.212
H -0.714 3.323 -4.081
H -0.037 1.669 -4.649
H -1.040 0.674 -2.197
H -1.788 2.241 -1.566
H -0.538 1.417 -0.643
```

strongest force on any atom: 0.2867 Eh/bohr
HOMO: -9.0 eV
SMILES: O=C1C=C(O)C(=O)C=C1O.O=C1C=C(O)C(=O)C=C1O.O=C1C=C(O)C(=O)C=C1O.CC(C)=O.CC(C)=O.CC(C)=O
DFT total energy: -59183.021 eV
net charge: 0
energy relative to the best compared isomer or geometry (same formula, charge and spin): 13.099 eV

Here are the Mulliken charges for atoms 1 to 5, given in e: number 1, O, carries -0.66; number 2, C, carries 1.29; number 3, C, carries -0.79; number 4, C, carries 0.72; number 5, O, carries -0.54